[1]
The following is a DFT calculation (ωB97M-V with the def2-TZVPD basis set) of a 12-piece molecular cluster, C47H117NO23 overall in a non-equilibrium geometry.

Element x y z (Å)
C -3.4510 -0.5644 4.2959
N -2.1073 -0.6790 3.7789
C -1.0910 0.1988 3.9917
C 0.1938 -0.2355 3.3405
O -1.2583 1.2488 4.6096
H -4.1806 -1.2176 3.7798
H -3.8218 0.4234 4.1585
H -3.4809 -0.7381 5.3656
H -1.9153 -1.4673 3.1651
H 0.0965 -0.3642 2.2682
H 0.5207 -1.1502 3.7478
H 1.0237 0.4562 3.5559
C -0.4427 -4.4831 -2.6967
O -0.3127 -3.3554 -3.5652
C 0.7684 -3.2609 -4.4780
C 0.5686 -1.9764 -5.2313
O 1.0096 -0.8572 -4.5075
C 0.5448 0.3925 -5.1484
H -1.2452 -4.2576 -1.9047
H 0.4510 -4.6936 -2.1131
H -0.6824 -5.5014 -3.1684
H 0.7316 -4.1913 -5.0856
H 1.7724 -3.2804 -3.9703
H -0.5327 -1.8849 -5.3901
H 1.1611 -2.0060 -6.1448
H 1.3540 0.7051 -5.9497
H 0.5586 1.1477 -4.3380
H -0.4029 0.2638 -5.6822
C -2.8450 5.4983 -0.1805
O -1.5524 5.1018 0.2677
C -0.6866 6.2319 0.3072
C 0.7259 5.7679 0.2706
O 0.8698 5.1214 -1.0081
C 2.0927 4.5452 -1.2283
H -3.1857 6.2793 0.5635
H -3.4555 4.6603 -0.0695
H -2.9489 5.8778 -1.1684
H -0.8217 6.8509 1.2343
H -0.8590 6.9049 -0.5587
H 0.9466 5.0466 1.0724
H 1.4133 6.5712 0.4580
H 2.2799 3.7412 -0.4576
H 2.9316 5.2507 -1.2162
H 1.9881 4.0409 -2.2212
C -4.2301 -3.4571 -1.5897
O -3.0457 -2.8395 -1.0297
C -3.2600 -2.3432 0.2384
C -4.2355 -1.1795 0.2845
O -5.6249 -1.6100 0.1922
C -6.5448 -0.5951 0.5773
H -3.9158 -4.0423 -2.4861
H -5.0102 -2.8044 -1.8604
H -4.7412 -4.1217 -0.8442
H -2.3642 -2.0525 0.5964
H -3.7327 -3.1123 0.8726
H -3.9978 -0.4577 -0.5094
H -4.1282 -0.5874 1.2251
H -6.7562 0.0502 -0.2910
H -6.2029 0.0327 1.4578
H -7.4611 -1.1504 0.8717
C 6.6650 -4.7853 2.2142
O 5.5312 -3.9860 1.8939
C 5.4311 -2.8574 2.7710
C 4.0768 -2.2235 2.6667
O 3.0621 -3.2229 2.9007
C 3.1660 -3.9726 4.0810
H 6.6528 -5.6384 1.5290
H 6.5680 -5.1853 3.1667
H 7.6289 -4.3491 2.1723
H 6.1336 -2.0856 2.5552
H 5.7306 -3.1949 3.8345
H 3.8933 -1.8325 1.6919
H 4.0646 -1.3740 3.4062
H 3.1109 -3.3169 4.9621
H 4.1205 -4.4726 4.0242
H 2.3312 -4.6741 4.0675
C -0.5403 4.3405 3.3723
O 0.3512 5.1972 4.0582
C 1.5252 4.5684 4.5407
C 2.4479 5.6707 4.9026
O 2.8239 6.4206 3.7684
C 3.5247 7.5887 4.0839
H 0.1088 3.6861 2.8417
H -0.9858 4.9884 2.5861
H -1.2296 3.7496 3.9991
H 1.8621 3.9285 3.7024
H 1.4060 3.8635 5.3943
H 3.2837 5.3272 5.4727
H 1.8399 6.2878 5.5872
H 2.9200 8.3326 4.5747
H 3.8759 8.0616 3.1839
H 4.3564 7.3729 4.7330
C -4.1204 -5.9015 3.4471
O -3.7628 -5.8210 2.0195
C -2.5925 -6.5841 1.7500
C -1.2691 -5.9474 2.0672
O -1.0544 -4.8208 1.1904
C 0.3047 -4.3679 1.4459
H -3.4243 -5.3451 4.0250
H -4.1131 -6.9018 3.8236
H -5.1312 -5.5139 3.4341
H -2.6129 -6.7324 0.6497
H -2.6637 -7.5725 2.1127
H -0.5214 -6.7139 1.9453
H -1.1300 -5.6385 3.0731
H 0.9495 -5.2074 1.4924
H 0.4383 -3.8215 2.3302
H 0.5744 -3.7928 0.5613
C -3.0182 3.5526 -6.8531
O -1.8679 3.5965 -6.0897
C -2.0682 3.5304 -4.6434
C -2.7669 4.7607 -4.0694
O -2.1706 6.0360 -4.3170
C -0.8850 6.1019 -3.8061
H -3.6692 2.7172 -6.5799
H -2.7596 3.4285 -7.9034
H -3.5325 4.5230 -6.7504
H -1.0448 3.4255 -4.2308
H -2.5244 2.5930 -4.4297
H -2.8246 4.5250 -3.0072
H -3.8168 4.7938 -4.5176
H -0.2944 5.5153 -4.5160
H -0.8105 5.6157 -2.7828
H -0.5397 7.1537 -3.7981
C -2.9845 2.1832 1.9117
O -4.3059 2.4742 1.7148
C -4.7138 3.6680 2.3970
C -4.9086 3.5172 3.8825
O -6.1244 2.7639 4.0139
C -6.5187 2.7623 5.3217
H -2.8513 2.1707 3.0203
H -2.2514 2.9325 1.4772
H -2.8138 1.2484 1.4754
H -5.6801 3.8631 1.9966
H -4.1413 4.5601 2.2458
H -5.0573 4.5344 4.2545
H -4.1496 3.0587 4.5220
H -5.6901 2.4872 6.0372
H -7.4037 2.1388 5.4325
H -6.8279 3.7959 5.6527
C 3.9116 1.7659 -2.5493
O 4.9765 0.9951 -3.0276
C 4.7663 0.5820 -4.3145
C 5.8169 -0.3273 -4.8194
O 5.7855 -1.6485 -4.2297
C 4.7038 -2.5538 -4.5791
H 4.1716 1.8713 -1.4930
H 2.9167 1.3248 -2.4738
H 3.7931 2.7295 -3.0190
H 4.5706 1.5001 -4.9576
H 3.8220 0.0569 -4.4127
H 6.7673 0.1215 -4.6292
H 5.6222 -0.3988 -5.9075
H 4.7039 -3.3879 -3.8690
H 4.7657 -2.8651 -5.6450
H 3.7477 -2.0574 -4.4435
C 2.2561 -6.9962 -1.8016
O 2.3083 -6.6052 -0.4117
C 3.4950 -6.0142 -0.0537
C 3.5715 -4.5334 -0.4828
O 4.8900 -4.2659 -1.0710
C 4.9794 -2.8758 -1.1482
H 2.5209 -6.1200 -2.4460
H 1.1958 -7.2694 -2.0794
H 2.8968 -7.8838 -2.0993
H 4.4008 -6.4044 -0.5113
H 3.5972 -6.2030 0.9852
H 3.4650 -4.0741 0.4903
H 2.7373 -4.2393 -1.1476
H 4.1189 -2.2887 -1.5419
H 5.8200 -2.5499 -1.7726
H 5.1273 -2.4817 -0.1121
C -1.2832 2.1605 -1.2232
O -0.9244 1.1885 -2.1008
C -1.3357 -0.1701 -1.8992
C -0.2443 -1.0318 -1.3641
O 0.3146 -0.5493 -0.1195
C 1.5583 0.0495 -0.2807
H -0.9058 1.9319 -0.1826
H -2.3816 2.2229 -1.2066
H -0.8499 3.1302 -1.5353
H -1.7942 -0.4546 -2.8315
H -2.0671 -0.2495 -1.1262
H 0.4992 -1.2026 -2.0730
H -0.6736 -1.9918 -1.1723
H 1.9527 0.3764 0.6822
H 1.5495 0.9250 -0.9347
H 2.3003 -0.6882 -0.6796

Computed properties:
structure (SMILES)	CNC(C)=O.COCCOC.COCCOC.COCCOC.COCCOC.COCCOC.COCCOC.COCCOC.COCCOC.COCCOC.COCCOC.COCCOC
HOMO	-9.03	eV
spin multiplicity	1
lowest unoccupied orbital energy	0.53	eV
gap between HOMO and LUMO	0.3513	hartree

[2]
The following is a DFT calculation (ωB97M-V with the def2-TZVPD basis set) of a 2-piece molecular cluster, C2H4NP overall in a non-equilibrium geometry.

Element x y z (Å)
C -2.0647 0.4862 -0.1149
P -2.1706 -0.6842 0.9006
H -2.2674 1.4262 -0.5063
C 1.3690 0.1950 -0.1243
N 1.6422 -1.0399 -0.0511
H 0.3881 0.5120 -0.2540
H 2.0447 0.8943 0.4007
H 1.0587 -1.7897 -0.2507

Computed properties:
structure (SMILES)	C#P.C=N
HOMO	-9.40	eV
spin multiplicity	1
lowest unoccupied orbital energy	0.03	eV
gap between HOMO and LUMO	0.3464	hartree

[3]
The following is a DFT calculation (ωB97M-V with the def2-TZVPD basis set) of C4H8N2O as an isolated structure in a non-equilibrium geometry.

Element x y z (Å)
N 0.1751 -0.4597 1.4353
C 0.2534 0.8783 0.6841
N -0.4264 1.9170 1.0667
H -0.7408 -0.5804 1.8662
H 0.9182 -0.6570 2.1061
H -1.3237 1.6803 1.4868
H 1.3016 1.0225 0.4132
C 0.1367 -1.4301 0.0800
C -0.4224 0.0893 -0.9097
C 0.1897 0.3411 -2.0765
O -0.6516 -2.3541 0.0961
H 1.1831 -1.4934 -0.2502
H -1.5107 0.1022 -0.8674
H -0.3561 0.5981 -2.9775
H 1.2738 0.3461 -2.1532

Computed properties:
HOMO (alpha / beta)	-8.35 / -8.35	eV
spin multiplicity	1
lowest unoccupied orbital energy (alpha / beta)	-0.23 / -0.23	eV
gap between HOMO and LUMO (alpha / beta)	0.2986 / 0.2987	hartree

[4]
The following is a DFT calculation (ωB97M-V with the def2-TZVPD basis set) of a 3-piece molecular cluster, C4H13NO3 overall in a non-equilibrium geometry.

Element x y z (Å)
C -1.5127 -0.7046 0.0492
C -0.7493 0.6103 0.1434
C 0.5793 0.7521 -0.6472
N 1.2082 2.0585 -0.4100
C 0.2265 0.7345 -2.1375
O 0.5309 -0.1379 -2.9126
H -1.6096 -1.1228 1.0693
H -2.5758 -0.5084 -0.0898
H -1.0953 -1.5551 -0.4714
H -1.4126 1.4104 -0.1857
H -0.3373 0.7612 1.1470
H 1.3234 -0.0022 -0.4075
H 0.4940 2.7791 -0.3458
H 1.7382 2.0386 0.4491
H -0.3471 1.5937 -2.5256
O 0.8583 -2.5617 -1.1895
H 0.6518 -3.4019 -1.5644
H 0.5192 -1.8548 -1.7615
O 0.4525 -0.3009 4.3503
H -0.2179 -0.3936 3.6251
H 1.2750 -0.1945 3.8150

Computed properties:
structure (SMILES)	CC[C@H](N)C=O.O.O
HOMO	-9.64	eV
spin multiplicity	1
lowest unoccupied orbital energy	0.48	eV
gap between HOMO and LUMO	0.3718	hartree

[5]
The following is a DFT calculation (ωB97M-V with the def2-TZVPD basis set) of C24H38BGe2HfN5OS3 as an isolated structure in a non-equilibrium geometry.

Element x y z (Å)
Hf 0.8683 1.5619 0.2063
C 0.2702 3.0867 -3.2376
N 1.4922 3.5249 -2.5716
C 2.7349 3.7426 -3.2037
C 3.5811 4.1858 -2.2105
N 2.9129 4.2051 -1.0002
B 3.4932 4.6018 0.3046
N 3.4814 3.4933 1.3674
C 3.8074 3.7125 2.7092
C 3.8004 2.5462 3.4513
N 3.5417 1.5350 2.5405
C 3.5673 0.1013 2.9288
C 3.2145 2.1506 1.3457
S 3.2526 1.1438 -0.1526
C 1.6405 3.8131 -1.2108
S 0.3231 4.0438 -0.0782
H 0.1035 3.5052 -4.2164
H -0.5093 3.4435 -2.5524
H 0.1256 2.0221 -3.2376
H 2.8173 3.6147 -4.2904
H 4.6282 4.4534 -2.2455
H 4.5829 5.1666 0.2894
H 3.0182 5.6576 0.7219
H 3.9993 4.7284 3.0883
H 3.9143 2.3514 4.5146
H 4.5785 -0.1625 3.2865
H 3.3158 -0.4918 2.0463
H 2.8440 -0.0949 3.7288
C -3.5073 0.3429 -2.2830
C -2.5345 1.3393 -1.6747
Ge -1.9991 0.7634 0.2487
C -3.5047 1.6324 1.3131
C -4.5956 0.6045 1.7023
C -2.4307 -1.1576 0.2435
C -1.5712 -2.1779 0.0617
Ge 0.3351 -1.4624 -0.0887
C 0.5412 -1.4672 -2.1184
C 1.7331 -2.4074 -2.5110
C 1.1568 -3.1202 0.6576
C 0.6169 -3.6691 2.0239
C -2.0930 -3.5735 0.0774
C -3.3589 -3.8898 0.6552
C -4.0068 -5.0617 0.3363
C -3.4120 -6.0055 -0.4748
C -2.1053 -5.8145 -0.9249
C -1.5076 -4.5960 -0.6828
H -3.4773 0.3036 -3.3661
H -4.5477 0.5263 -1.9736
H -3.3538 -0.6932 -1.9521
H -2.9049 2.3448 -1.5196
H -1.5866 1.4784 -2.2467
H -3.8873 2.3762 0.5701
H -3.0763 2.1817 2.1652
H -5.2625 0.3952 0.8218
H -5.1600 0.9133 2.6146
H -4.0959 -0.3432 1.9645
H -3.5122 -1.3503 0.1292
H 0.7221 -0.4567 -2.4771
H -0.4348 -1.8532 -2.4756
H 1.4028 -3.3936 -2.8916
H 2.3480 -2.6656 -1.6366
H 2.4186 -1.9390 -3.2489
H 2.1639 -2.7205 0.7563
H 1.1282 -3.8787 -0.1267
H -0.2008 -3.0615 2.4341
H 1.4145 -3.6061 2.7625
H 0.3222 -4.7323 1.9646
H -3.8142 -3.1896 1.3892
H -5.0411 -5.1508 0.6458
H -3.9585 -6.9164 -0.7102
H -1.5460 -6.5947 -1.4570
H -0.5733 -4.2916 -1.1576
O 1.1113 1.3020 4.4791
S -0.0524 1.5236 3.5697
N 0.2971 1.5706 2.0892

Computed properties:
net charge	+2
HOMO (alpha / beta)	-13.04 / -13.04	eV
spin multiplicity	1
lowest unoccupied orbital energy (alpha / beta)	-8.59 / -8.70	eV
gap between HOMO and LUMO (alpha / beta)	0.1635 / 0.1594	hartree

[6]
The following is a DFT calculation (ωB97M-V with the def2-TZVPD basis set) of a 2-piece molecular cluster, C5H3ClF4O overall in a non-equilibrium geometry.

Element x y z (Å)
C -0.2809 1.0401 -2.0437
C -0.3361 0.8131 -0.8826
C 1.1249 -2.3221 -0.4665
C -0.7062 0.3485 0.3731
C 0.2699 0.7838 1.3894
O -1.9690 0.2273 0.8079
F 0.1582 -2.7109 -1.2930
F 2.1243 -1.6215 -1.1218
F 1.6203 0.5221 1.3080
F 0.0547 0.1555 2.6370
Cl 0.0753 2.5496 1.6189
H -0.1353 1.3077 -3.0011
H 0.6713 -1.7793 0.3475
H -2.6714 0.6860 0.3268

Computed properties:
HOMO (alpha / beta)	-9.45 / -8.83	eV
spin multiplicity	1
lowest unoccupied orbital energy (alpha / beta)	-1.45 / -0.12	eV
gap between HOMO and LUMO (alpha / beta)	0.2941 / 0.3201	hartree

[7]
The following is a DFT calculation (ωB97M-V with the def2-TZVPD basis set) of one molecule with the formula C17H25BN4O3 in a non-equilibrium geometry.

Element x y z (Å)
C 0.2028 4.7923 1.6642
C 1.0062 3.4880 1.4758
C 0.4198 2.3432 2.2158
C 1.3484 1.1160 2.1928
N 1.2054 0.3175 1.0190
C 1.5108 -1.0239 0.9027
N 1.9606 -1.6165 1.9787
C 1.9856 -2.9557 1.8827
N 2.2861 -3.5689 3.1223
N 1.7464 -3.6826 0.7903
C 1.5309 -2.9983 -0.3807
C 1.5176 -3.8734 -1.6000
C 1.4273 -1.6447 -0.3548
C 1.1005 -0.8709 -1.6326
C -0.3517 -0.4589 -1.5206
C -1.3732 -1.3986 -1.5308
C -2.7508 -1.0386 -1.3922
B -3.7506 -2.1551 -1.4910
O -3.2814 -3.4476 -1.9220
O -5.0544 -1.9272 -1.1446
C -3.0242 0.2776 -1.0930
C -1.9917 1.1946 -1.0697
C -0.6581 0.8709 -1.3605
O 0.3889 1.7994 -1.3714
C 0.0593 3.0094 -1.9882
H 0.4085 5.0926 2.7123
H -0.8853 4.7425 1.3960
H 0.5947 5.5542 0.9519
H 1.9653 3.6747 1.9422
H 1.1766 3.2798 0.4271
H 0.1499 2.6037 3.2828
H -0.5185 2.1603 1.7351
H 2.4131 1.4192 2.2431
H 1.1108 0.4324 2.9917
H 1.0077 0.8281 0.1810
H 2.5031 -3.0491 3.9926
H 1.9410 -4.4758 3.2624
H 1.8596 -4.8910 -1.4404
H 2.1444 -3.4651 -2.3755
H 0.4363 -3.9815 -1.9153
H 1.7350 -0.0486 -1.8117
H 1.2081 -1.4916 -2.4748
H -1.0717 -2.4387 -1.4400
H -3.9569 -4.1830 -1.9871
H -5.3953 -1.1128 -0.6886
H -4.0313 0.6039 -0.9692
H -2.1962 2.2543 -0.9343
H -0.6716 2.7934 -2.8152
H -0.3104 3.6686 -1.1871
H 0.9227 3.4817 -2.4712

Computed properties:
structure (SMILES)	CCCCNc1nc(N)nc(C)c1Cc1cc(B(O)O)ccc1OC
HOMO	-7.76	eV
spin multiplicity	1
lowest unoccupied orbital energy	0.42	eV
gap between HOMO and LUMO	0.3007	hartree

[8]
The following is a DFT calculation (ωB97M-V with the def2-TZVPD basis set) of a 2-piece molecular cluster, C4H10NS2 overall in a non-equilibrium geometry.

Element x y z (Å)
C 4.5688 -1.4026 1.8440
C 0.1959 1.0615 -2.2482
C -2.1053 0.5147 -1.8382
C -0.8415 0.9271 -1.2169
N -0.5500 0.8348 0.0705
S 5.5535 -2.6970 2.5075
S 2.9915 -1.4010 1.5045
H 5.0922 -0.4071 1.9449
H 0.6158 -0.0990 -2.2778
H -0.2093 1.3643 -3.2336
H 1.0704 1.6697 -2.1006
H -1.8872 -0.2179 -2.6189
H -2.5241 1.3774 -2.3302
H -2.7699 0.2045 -1.0145
H 0.4285 0.8664 0.3791
H 4.3745 -3.3560 2.4922
H -1.3363 0.6725 0.7337

Computed properties:
net charge	+1
HOMO	-11.61	eV
spin multiplicity	1
lowest unoccupied orbital energy	-4.71	eV
gap between HOMO and LUMO	0.2538	hartree